No. 1
DFT (wB97M-V/def2-TZVPD) results for a 8-piece molecular cluster, C36H78N2O12S6 overall in a non-equilibrium geometry.

```
134
Properties=species:S:1:pos:R:3:forces:R:3
S -1.785107 0.083538 5.511992 -0.173 0.580 -0.111
S 2.873118 -3.810828 -4.154355 0.453 0.287 1.119
S 2.430207 3.972362 -3.212606 0.203 0.382 -0.990
S -2.473309 3.652316 -3.950475 0.075 0.246 -0.279
S -0.197161 -0.041421 -0.083613 1.482 0.683 0.256
S -5.772632 -0.640300 -0.960856 0.317 -0.057 -0.603
O -2.311352 0.443546 4.220713 -0.126 0.022 -0.214
O 2.131382 -4.109548 -5.343090 -0.392 0.075 -0.156
O -5.821505 0.572210 -0.187673 -0.090 0.191 0.302
O -2.955617 2.489912 -4.656374 0.032 -0.152 -0.056
O 2.470420 -4.327014 -2.866887 -0.115 -0.200 -0.113
O -1.361727 4.384222 -4.513030 0.245 -0.192 0.248
O -1.236463 -1.225236 5.700746 0.232 -0.374 0.141
O 1.390342 4.715040 -2.552099 -0.108 -0.301 0.519
O -1.545891 -0.538428 -0.119756 0.080 -0.165 0.048
O 3.772909 3.974990 -2.684433 0.040 -0.250 0.265
O -6.854451 -1.579968 -0.856190 -0.239 -0.279 -0.040
O 0.225578 0.952092 -1.052205 -0.322 -0.068 -0.175
N 3.092175 2.858826 2.837204 0.003 -0.824 0.306
N -1.717671 -6.231051 1.777661 -0.488 -0.245 1.780
C 4.598335 -4.218713 -4.436455 -0.141 0.787 -1.290
C -5.384012 -0.181846 -2.668586 -0.049 1.258 0.339
C -2.575706 1.846076 7.379857 0.166 -0.292 -0.281
C -4.221820 -1.496536 -0.727891 0.253 0.572 -0.422
C 0.871599 -1.862581 1.371148 0.240 -0.558 -1.022
C 3.097202 -2.027393 -3.935236 1.269 -0.266 -0.468
C -1.498188 2.503012 6.493269 -0.317 0.233 -0.093
C -4.016979 4.982159 -2.188446 0.757 1.156 -0.340
C -3.969096 -2.129146 -2.078902 -0.839 -0.920 -1.027
C -2.981681 0.503371 6.763046 -0.846 -0.559 0.882
C -3.828666 4.807309 -3.696075 -0.745 -1.302 -0.409
C 4.976189 1.420862 2.210000 0.077 0.267 -0.049
C 1.030409 -0.609705 2.216294 -0.646 0.036 1.047
C 2.600200 2.110845 -5.027286 -0.155 -0.661 0.314
C 0.252604 0.551050 1.579060 0.084 -0.533 -0.935
C -2.796081 4.390226 -1.450315 0.449 0.439 0.881
C 4.503473 2.599619 3.040526 0.033 0.550 0.007
C -0.817445 -5.196067 2.214014 0.967 0.552 -0.927
C 0.618772 -5.651172 2.435411 0.065 -0.045 0.793
C 4.573640 -1.802616 -3.594104 1.076 -1.173 -0.657
C 2.653469 3.104083 1.487724 -0.180 0.809 -0.309
C -3.119614 -5.800954 1.886445 0.995 -0.131 -0.966
C 2.777040 5.012745 4.077049 -0.064 0.486 0.755
C 0.984539 -1.411170 -0.078421 -0.587 0.910 -0.137
C 2.413033 3.540583 3.902734 -0.027 0.275 -0.007
C -4.152378 -1.003408 -3.097262 0.073 1.473 -0.296
C 2.255582 3.364045 -5.805106 -1.357 0.022 -0.780
C 5.404300 -2.907627 -4.312373 0.123 -0.616 0.180
C 1.949671 2.300191 -3.654948 0.062 0.209 -0.207
C -3.367737 -4.581207 1.002368 -0.357 0.234 -0.660
C -1.366617 -7.080216 0.662623 -1.107 0.286 -0.088
C -2.220935 3.223738 -2.229306 -0.796 -0.448 0.045
C 3.417363 4.154693 0.661307 -0.424 -0.334 0.372
C 2.527284 4.567368 -4.934517 0.367 0.305 0.728
C -2.120768 -8.416113 0.688097 0.776 -0.208 -0.015
C -0.643253 1.375251 5.970639 1.228 -0.497 -0.097
H 2.610825 2.990474 4.828463 0.046 0.067 0.040
H 2.598425 3.408109 -6.839358 0.719 0.096 0.253
H -4.410980 -4.281340 0.869496 -0.058 -0.052 0.626
H 2.079328 -0.359033 2.374546 0.008 0.116 -0.266
H -1.745895 -9.037423 -0.129974 -0.024 0.021 0.000
H 0.673144 -2.044734 -0.906600 0.096 -0.460 0.279
H 5.113968 3.494703 2.827381 0.071 -0.119 -0.149
H 1.960868 -0.966139 -0.280555 -0.023 0.008 -0.103
H -2.108366 1.623953 8.339051 -0.129 0.197 0.125
H -1.120356 -4.695951 3.140073 -0.550 -0.447 0.041
H -3.411789 -0.765189 -0.655283 -0.584 0.068 0.621
H 2.296783 5.653114 3.337301 0.170 -0.065 -0.180
H 1.631857 3.496276 1.525333 -0.097 -0.341 0.224
H -1.609677 -6.573174 -0.287667 0.501 -0.078 -0.155
H -3.690484 5.685935 -4.317599 0.356 0.181 0.295
H -1.855478 -8.919253 1.619606 -0.295 -0.087 0.030
H -4.249325 -1.274754 -4.147075 -0.089 -0.598 0.156
H -1.198995 2.883003 -2.079337 0.142 0.443 0.170
H -3.069473 -4.735551 -0.042632 0.327 -0.289 0.189
H -3.199837 -8.373308 0.568245 -0.031 0.222 0.115
H -4.002420 0.469607 6.383130 0.217 0.293 -0.589
H 4.842941 -5.099311 -3.853895 0.218 0.198 0.267
H 3.551418 5.069639 1.240084 0.262 -0.085 0.095
H 5.947117 1.070914 2.558871 -0.038 -0.113 0.011
H -6.192435 -0.050346 -3.387002 -0.363 -0.988 0.254
H -0.668678 0.845516 2.075651 0.068 0.023 0.170
H 2.463691 -1.634318 -3.149381 -0.545 -0.013 -0.390
H -3.019922 -2.648922 -2.190241 0.173 0.222 0.251
H 0.616428 -0.799978 3.210031 0.094 -0.032 0.003
H 2.985453 -1.655619 -4.954537 -0.693 0.448 0.252
H -0.941679 3.225270 7.087149 0.166 0.001 -0.132
H -1.910050 3.022931 5.626179 -0.240 0.051 0.169
H 2.608436 2.152073 0.947574 0.174 0.125 -0.236
H 3.528239 4.992713 -5.000800 0.019 -0.069 -0.175
H 4.652448 -4.422801 -5.504740 -0.234 -0.750 0.138
H 3.854085 5.188823 4.085007 0.035 -0.144 -0.334
H 4.227603 0.632692 2.285045 0.159 -0.194 -0.032
H -3.992050 6.059020 -2.011835 -0.284 -0.057 0.253
H 2.460637 5.396092 5.056111 -0.223 -0.177 -0.096
H 5.677387 -2.574538 -5.314107 -0.213 -0.004 -0.056
H -0.806582 -4.360413 1.485359 0.222 -0.153 -0.052
H -4.970908 4.615787 -1.822747 0.042 -0.307 -0.096
H 2.154758 1.205812 -5.446736 0.106 0.123 -0.310
H 2.249624 1.541653 -2.939069 -0.060 0.264 0.334
H 1.783642 5.357640 -4.987050 -0.028 -0.019 -0.241
H -0.313120 -7.318716 0.745198 0.099 0.138 -0.358
H -3.468400 2.445022 7.535237 0.175 0.282 0.062
H -3.289677 -5.559522 2.935065 -0.321 -0.109 0.008
H 0.916232 1.372325 1.343128 -0.262 0.315 0.288
H -5.181647 0.874902 -2.458565 0.663 -0.120 -0.261
H 4.862769 -1.897060 -2.550241 -0.573 0.523 0.223
H 1.258108 -4.786567 2.628181 0.020 0.047 -0.386
H 1.337232 3.460665 3.713993 -0.007 0.001 0.069
H 4.679172 2.410720 4.103008 -0.222 -0.161 0.017
H -2.778219 -3.740646 1.367257 -0.276 0.179 0.002
H 0.865624 2.345632 -3.770633 -0.025 -0.168 0.133
H -2.869569 2.366686 -2.026643 0.070 -0.149 -0.363
H 3.672534 1.929146 -4.924539 0.029 0.182 0.000
H -3.324662 -0.284148 -3.112527 0.214 -0.339 0.286
H -3.700398 -6.659292 1.561110 -0.452 0.167 0.290
H 6.361293 -3.140304 -3.844042 -0.090 0.357 0.325
H 2.773991 4.432822 -0.172042 0.323 -0.135 -0.292
H -2.032396 5.150038 -1.266234 -0.034 0.096 -0.396
H -4.742833 -2.856928 -2.357297 0.075 -0.187 0.448
H 0.084487 0.964148 6.677089 -0.375 -0.006 0.322
H 4.933361 -0.890782 -4.064560 -0.181 0.431 0.663
H -3.009305 -0.264494 7.538504 0.449 -0.160 -0.181
H -4.635577 4.234748 -4.161306 -0.216 0.234 0.175
H -3.105975 4.110530 -0.441666 0.045 -0.358 -0.109
H 5.092051 1.711424 1.165059 -0.073 -0.131 -0.053
H 0.707421 -6.224341 3.363792 -0.205 -0.257 -0.168
H 1.652222 -2.597003 1.561072 -0.184 -0.124 0.285
H -4.313562 -2.093999 0.172242 0.127 -0.256 -0.116
H 1.018758 -6.257055 1.628791 0.170 0.204 -0.099
H 4.366628 3.748611 0.320367 0.092 0.336 -0.200
H -0.037566 1.581086 5.085266 -0.295 0.240 -0.121
H -0.117793 -2.309584 1.470736 0.096 -0.118 0.399
H 1.168086 3.356303 -5.967323 0.022 -0.153 0.234
```
Forces are in eV/Å.

## Properties
- SMILES string = O=S1(=O)CCCC1.O=S1(=O)CCCC1.O=S1(=O)CCCC1.O=S1(=O)CCCC1.O=S1(=O)CCCC1.O=S1(=O)CCCC1.CCN(CC)CC.CCN(CC)CC
- M (g/mol) = 923.42
- 2S+1 = 1
- total charge = 0
- electronic energy (Eh) = -4819.84603

Atom charges from the Mulliken analysis, given in e for atoms 1 to 99: 1.21, 1.16, 1.44, 1.15, 0.49, 1.14, -0.63, -0.68, -0.70, -0.70, -0.63, -0.64, -0.72, -0.69, -0.62, -0.75, -0.69, -0.26, 0.75, 0.24, -0.61, -0.58, -0.65, 0.34, -0.35, -0.30, -0.69, -0.65, -0.69, -0.70, -0.75, -1.02, -0.17, -0.65, 0.35, -0.72, -0.55, -0.42, -1.37, -0.52, -1.00, -0.79, -1.32, -0.95, -0.49, -0.43, -0.54, -0.83, -0.41, -0.72, -0.10, 0.38, -1.26, -0.96, -1.43, -0.04, 0.48, 0.42, 0.55, -0.30, 0.42, 0.65, 0.33, 0.28, 0.30, 0.34, -0.15, 0.28, 0.49, 0.17, 0.43, 0.31, 0.46, -0.03, 0.23, 0.39, 0.42, 0.46, 0.29, 0.44, 0.48, 0.65, 0.15, 0.42, 0.20, 0.28, 0.38, 0.33, 0.43, 0.39, 0.28, 0.28, 0.02, 0.28, 0.47, 0.33, 0.18, 0.35, 0.31

No. 2
DFT (wB97M-V/def2-TZVPD) results for a 4-piece molecular cluster, C36H78N5 overall in a non-equilibrium geometry.

```
119
Properties=species:S:1:pos:R:3:forces:R:3
N 0.820059 -1.673280 5.825367 -0.098 -0.100 0.262
N 1.274176 -0.958904 4.810455 -0.050 0.907 0.089
N 2.277837 6.124023 -3.211498 0.184 0.061 0.110
N 3.035723 0.012642 -3.445876 -0.049 0.069 -0.175
N -2.640580 2.566875 0.299870 0.145 0.147 0.113
C 1.712543 -1.390524 3.646305 0.686 -0.286 -0.178
C 2.119359 -0.447140 2.597694 -1.006 0.753 -0.610
C 1.320858 -3.541708 4.457896 -0.340 -1.863 0.461
C -4.009618 2.262790 -0.076645 -0.113 -0.144 -0.055
C 1.747373 -2.758965 3.453280 0.134 0.503 -0.463
C -2.507153 -5.253696 0.270143 0.254 0.625 -0.362
C 0.883553 -0.291438 1.671102 -0.011 -0.484 0.224
C 2.812356 6.119773 -1.862270 0.151 -0.089 0.143
C 0.838574 -2.963716 5.647585 0.071 0.563 -0.125
C 2.930341 1.660676 -1.496035 -0.145 0.120 0.089
C 3.833084 0.669416 -4.470791 0.145 -0.021 -0.235
C 1.431385 4.736538 -5.094471 -0.057 0.023 -0.014
C -2.863993 -3.754053 0.355764 -0.282 -0.760 0.186
C -4.202129 -3.452293 1.024598 0.473 0.293 0.342
C 0.046380 7.371529 -3.072967 -0.008 0.117 0.011
C -1.676016 1.516621 0.049820 0.025 -0.351 0.055
C -2.149975 4.264292 -1.558128 0.098 0.040 0.009
C 1.491767 7.289166 -3.581022 -0.144 0.132 -0.226
C -1.504141 0.997627 -1.382743 0.193 -0.012 -0.003
C 1.730443 4.843998 -3.606630 -0.148 -0.139 -0.141
C 2.843503 -1.904636 -1.881397 0.016 -0.026 0.068
C 5.062575 1.471531 -4.027953 -0.041 0.084 -0.038
C 2.227768 0.886646 -2.620271 -0.199 0.003 0.298
C -0.353369 -6.617343 0.863382 0.291 0.482 0.351
C -3.937846 -1.393103 3.514607 0.505 -0.260 0.114
C 1.837375 5.883941 -0.699952 0.050 0.048 0.091
C -0.073658 -5.631400 4.488130 0.492 0.397 -1.070
C -3.298334 -2.774782 3.335697 -0.510 0.022 0.301
C -4.207992 -3.712331 2.536607 -0.145 0.204 -0.350
C -0.985917 -5.429051 0.119438 -0.177 -0.693 0.116
C -4.538258 0.984519 0.557752 0.008 -0.001 -0.018
C -2.221903 3.910681 -0.068389 -0.038 0.248 0.009
C -0.791266 -6.799396 2.322080 -0.217 0.167 -0.598
C 3.749405 -1.031672 -2.739209 0.000 -0.038 0.142
C 1.330499 -5.031120 4.315866 0.267 0.129 0.449
C -0.825168 -5.497678 3.140417 -0.195 -0.721 1.019
H 4.225528 -1.675927 -3.482105 0.031 0.104 -0.073
H 4.560541 -0.635042 -2.107439 0.026 -0.050 0.016
H -5.595531 0.865179 0.319733 -0.001 0.000 -0.009
H 0.100293 0.282071 2.156900 -0.007 0.271 -0.028
H 0.455036 -1.278549 1.500734 -0.033 -0.092 -0.281
H -0.601620 -5.104056 5.278340 -0.081 -0.193 0.201
H 3.584270 5.343281 -1.817675 -0.048 -0.047 -0.085
H -3.938495 -0.809718 2.599179 -0.151 -0.033 -0.099
H -2.454029 0.833408 -1.891706 -0.030 0.031 0.038
H 3.179059 1.320257 -5.057248 -0.086 0.003 0.100
H 3.629409 1.041438 -0.929572 0.025 -0.042 -0.066
H 2.407679 -1.348449 -1.046775 -0.022 0.004 -0.020
H 4.166038 -0.103116 -5.170469 -0.019 -0.076 0.083
H 0.719449 -6.406931 0.906715 0.158 -0.133 -0.207
H 0.817352 4.591467 -3.040955 -0.006 -0.089 -0.036
H 1.746321 -5.256061 3.337747 -0.042 -0.293 -0.132
H -0.135043 -7.551274 2.756533 0.114 0.035 0.226
H -2.303444 -2.675914 2.901686 0.121 -0.101 -0.061
H -2.921648 -5.793999 1.117427 0.117 -0.052 0.171
H 2.039786 -5.424504 5.047763 -0.042 -0.056 0.153
H -0.979977 0.037714 -1.357495 -0.012 -0.002 -0.027
H 1.471033 7.351151 -4.671695 0.013 -0.099 0.003
H -2.974508 -5.659027 -0.625578 -0.242 -0.174 0.069
H -0.753616 -5.547520 -0.936289 0.133 0.121 -0.138
H 5.679388 1.702581 -4.897893 -0.011 -0.014 -0.006
H 1.702635 1.599854 -3.261472 0.123 -0.030 -0.135
H -4.020908 0.096485 0.187863 -0.006 -0.004 0.002
H 1.428005 0.289768 -2.170914 0.050 -0.069 -0.029
H -5.224597 -3.513427 2.875695 -0.128 -0.136 0.147
H -1.861634 -5.299226 3.393809 -0.164 0.316 -0.239
H 1.223086 6.760240 -0.498816 -0.067 -0.031 -0.037
H -1.248558 4.111790 0.389674 0.025 -0.121 0.005
H 2.317575 4.965023 -5.687746 0.002 0.052 0.022
H -5.024044 -3.991753 0.561990 -0.076 -0.032 -0.188
H 3.420529 -2.729150 -1.458580 0.018 0.001 -0.017
H -0.471000 -4.524826 0.441716 -0.040 0.182 0.029
H -1.792157 -7.222909 2.361986 -0.075 -0.197 -0.061
H -2.054721 5.345817 -1.670769 -0.008 -0.002 0.023
H -0.698626 1.844702 0.416942 -0.064 0.215 -0.004
H 2.934674 -0.846539 2.006847 0.316 -0.002 0.176
H 2.033239 8.184606 -3.267447 0.076 -0.082 0.107
H 2.400905 5.674389 0.212548 0.016 -0.001 -0.017
H 2.183838 2.035114 -0.787678 -0.014 0.040 -0.040
H 3.467807 2.527680 -1.875079 0.108 -0.031 0.060
H -4.438352 1.018468 1.644235 0.028 0.064 -0.056
H 0.626242 5.404676 -5.401823 0.011 0.000 -0.014
H -3.388631 -0.823688 4.262623 0.029 0.146 0.058
H -4.950474 -1.525311 3.881961 -0.211 0.172 -0.039
H 5.686952 0.918459 -3.325340 -0.012 -0.012 0.010
H 1.141595 0.135375 0.708684 0.059 0.209 -0.014
H -0.502119 8.118344 -3.650231 0.016 -0.003 -0.006
H -0.440033 -4.643679 2.587611 -0.026 0.112 -0.124
H -0.484245 6.424604 -3.183135 0.030 -0.018 -0.013
H -2.090014 -3.259082 0.942704 0.156 0.175 -0.118
H -1.281635 3.817199 -2.042877 -0.038 -0.055 -0.036
H -2.843781 -3.353640 -0.655698 0.077 0.260 -0.040
H 2.351949 0.529915 3.014680 0.400 0.020 -0.009
H -4.641256 3.088044 0.260513 0.104 0.097 -0.033
H -4.373352 -2.381386 0.909678 -0.327 0.073 -0.233
H -0.899413 1.676643 -1.982278 -0.092 0.009 -0.101
H -4.026765 -4.763635 2.755034 0.209 -0.096 0.023
H -3.045603 3.958956 -2.099541 -0.005 -0.022 0.010
H 1.116878 3.719139 -5.334562 -0.007 0.000 0.015
H 2.104715 -3.175631 2.527032 0.079 0.006 -0.181
H -0.455048 -7.554522 0.323365 -0.186 -0.094 -0.087
H 0.047025 -6.678921 4.732170 -0.230 -0.143 0.316
H 3.344852 7.059076 -1.692799 -0.077 0.057 -0.074
H 2.032598 -2.328901 -2.474752 -0.030 0.057 -0.001
H -0.004988 7.677338 -2.028801 -0.025 -0.090 0.032
H 2.467833 4.070608 -3.367484 0.041 0.090 0.157
H 4.787438 2.423369 -3.574032 0.016 -0.017 0.057
H 0.466394 -3.571207 6.454057 -0.030 -0.001 0.217
H -2.911911 4.610480 0.412460 -0.076 -0.086 0.007
H -3.182733 -3.199030 4.335306 0.187 -0.083 0.056
H 1.275201 0.046724 4.957623 -0.132 -0.106 0.264
H 1.178892 5.031620 -0.880070 -0.009 0.010 -0.035
H -4.140422 2.197581 -1.167389 -0.039 -0.007 -0.004
H -1.936726 0.660862 0.683037 -0.098 0.031 0.007
```
Forces are in eV/Å.

## Properties
- M (g/mol) = 581.06
- 2S+1 = 1
- total charge = +1
- electronic energy (Eh) = -1691.96101

Atom charges from the Mulliken analysis, given in e for atoms 1 to 99: -1.05, 0.51, 0.13, 0.16, 0.37, 0.43, -1.31, 0.60, -0.39, -0.09, -0.86, -0.14, -0.62, -0.39, -0.65, -0.64, -1.71, 0.29, -0.62, -0.72, -0.28, -0.36, -0.80, -0.70, 0.98, -1.10, -0.91, -0.37, -1.06, -1.47, -0.89, -1.18, 0.57, -0.92, -0.48, -1.29, -1.00, -1.22, -0.41, -1.16, 1.32, 0.52, 0.27, 0.44, 0.49, 0.05, 0.53, 0.30, 0.09, 0.31, 0.34, 0.32, -0.08, 0.44, 0.34, -0.36, 0.40, 0.47, -0.31, 0.34, 0.46, 0.35, 0.38, 0.53, 0.59, 0.40, 0.16, 0.14, 0.05, 0.54, -0.37, 0.29, 0.38, 0.38, 0.39, 0.49, 0.01, 0.45, 0.28, 0.21, 0.31, 0.37, 0.46, 0.16, 0.09, 0.30, 0.39, 0.46, 0.44, 0.28, -0.13, 0.44, -0.30, 0.05, -0.52, -0.22, 0.52, 0.40, 0.51

Values for HOMO-LUMO gap, eV, ordered as above
8.01, 5.41